Here is a molecular structure, C19H23MnN3O3Se2 from the OMol25 dataset. Energies are from ωB97M-V/def2-TZVPD.

Geometry (Å):
Mn (0.580, 1.062, -0.301)
O (-3.230, -3.421, 1.585)
C (-3.522, -2.055, 1.343)
C (-2.353, -1.395, 0.577)
C (-2.270, -2.157, -0.745)
O (-1.144, -1.812, -1.545)
C (-2.773, 0.073, 0.445)
Se (-1.728, 1.277, -0.687)
C (-1.130, -1.529, 1.483)
Se (0.640, -0.897, 0.946)
H (-3.953, -3.814, 2.082)
H (-3.665, -1.518, 2.288)
H (-4.438, -1.948, 0.750)
H (-3.199, -1.963, -1.298)
H (-2.240, -3.221, -0.504)
H (-0.992, -2.546, -2.147)
H (-2.806, 0.513, 1.443)
H (-3.779, 0.132, 0.025)
H (-0.969, -2.578, 1.730)
H (-1.355, -1.000, 2.411)
N (2.726, 1.151, -0.206)
C (3.296, 0.429, -1.316)
C (4.602, 0.044, -1.391)
C (5.080, -0.629, -2.537)
C (4.246, -0.875, -3.589)
C (2.883, -0.503, -3.522)
C (1.956, -0.742, -4.565)
C (0.650, -0.392, -4.397)
C (0.235, 0.157, -3.168)
N (1.070, 0.407, -2.182)
C (2.401, 0.119, -2.361)
H (3.187, 0.921, 0.669)
H (2.851, 2.154, -0.346)
H (5.280, 0.269, -0.577)
H (6.116, -0.933, -2.578)
H (4.611, -1.368, -4.481)
H (2.296, -1.212, -5.480)
H (-0.085, -0.552, -5.172)
H (-0.807, 0.366, -2.968)
O (0.636, 2.367, 1.091)
N (-0.032, 2.419, 2.237)
C (-1.095, 3.237, 2.308)
C (-1.783, 3.356, 3.495)
C (-1.382, 2.613, 4.595)
C (-0.309, 1.743, 4.470)
C (0.356, 1.652, 3.267)
H (-1.329, 3.753, 1.390)
H (-2.630, 4.025, 3.541)
H (-1.901, 2.708, 5.538)
H (0.019, 1.127, 5.294)
H (1.180, 0.988, 3.056)

As for the total energy: -192695.337 eV. For the gap between HOMO and LUMO (spin up / spin down), the calculation gives 6.452 / 7.136 eV. As for the charge: +1. Its spin multiplicity is 3. The calculation puts the largest force on an atom at 0.58 eV/Å.